[1]
Entry from OMol25: C35H49As2FIrNOSSiTe as an isolated structure (ωB97M-V/def2-TZVPD).

Computed properties:
E_LUMO (spin up / spin down) = -9.70 / -10.10 eV
Gap between HOMO and LUMO (spin up / spin down) = 0.2339 / 0.2193 Ha

```
! wB97M-V def2-TZVPD RIJCOSX def2/J DEFGRID3
* xyz 3 2
H 1.76 3.00 1.73
H -2.15 2.13 -1.93
H -3.20 -0.61 1.07
H 1.35 0.09 -3.51
H 2.25 1.42 2.31
H -2.96 -0.42 5.76
Si -0.24 1.64 1.97
H 2.95 -1.79 3.94
C -1.72 -3.05 4.01
H -0.83 3.21 0.23
C -1.07 -0.91 2.93
C 3.78 -0.21 -0.29
Te 0.24 -3.33 -0.90
H 2.60 -2.73 -3.05
H -3.76 0.94 2.92
H 3.12 0.20 -3.52
C -0.83 1.34 -5.01
H -1.86 -4.04 0.58
C 4.84 0.54 -0.77
C 1.57 1.93 1.62
H -2.93 -2.90 5.78
H -4.42 -0.11 -2.40
H -3.80 -1.29 -1.25
H 0.20 1.34 -6.89
C -3.71 -0.26 -1.58
C -3.95 0.71 -0.45
C 4.79 -0.30 1.90
H 1.40 4.35 -4.09
C 2.23 0.36 -2.93
H -1.96 -4.73 -1.06
C -3.94 1.23 1.89
C -0.98 1.95 -3.77
C -2.44 -0.95 4.99
H -2.25 2.22 0.63
H -2.42 -3.02 -0.78
H -0.95 1.56 -0.38
C -2.42 -2.35 5.00
H 6.73 1.43 -0.28
H -0.24 2.23 4.39
H 1.84 1.65 0.60
C 0.93 2.88 -5.58
C 2.04 -1.39 3.49
H 1.19 -1.96 3.84
As 2.34 -0.78 -1.41
H -4.78 3.13 2.44
H 4.14 -2.02 -2.57
C -4.53 2.46 1.63
C -4.56 1.94 -0.71
C 0.79 3.49 -4.34
C 0.12 1.80 -5.91
C -2.11 1.56 -2.86
F -0.39 -3.06 2.13
C -1.75 -3.83 -0.48
C -1.79 -0.26 4.00
H 2.13 1.41 -2.64
H 1.91 -0.34 3.76
As 2.21 -1.62 1.59
H -1.22 -2.81 -3.06
C 3.75 -0.62 1.04
H -1.66 -4.13 4.02
C -4.83 2.82 0.32
S -2.12 -0.19 -2.44
C -0.16 3.02 -3.44
H -5.32 3.76 0.11
H 4.78 -0.60 2.94
H -1.83 0.81 4.00
C 3.17 -2.35 -2.21
H -4.86 2.19 -1.72
H 2.13 -4.10 2.08
H 3.80 -3.48 2.02
O -1.00 -0.51 -1.45
C -0.16 -2.99 -2.95
C -0.71 2.59 3.48
C 2.82 -3.46 1.53
H -0.36 3.61 3.31
H 4.87 0.88 -1.80
C -3.64 0.36 0.85
H -1.79 2.65 3.64
H 0.39 -2.12 -3.29
Ir 0.48 -1.01 0.08
H -0.29 3.53 -2.49
C 5.86 0.44 1.41
H -3.06 1.68 -3.39
H 0.14 -3.88 -3.50
C 5.89 0.86 0.09
C -1.16 2.20 0.48
C -1.09 -2.34 3.03
H 6.67 0.70 2.08
H 1.67 3.24 -6.28
N -0.42 -0.21 1.98
H 2.92 -3.83 0.52
H -1.48 0.52 -5.30
H 3.33 -3.14 -1.48
*
```


[2]
Entry from OMol25: C35H49AsN3O6S2Si2W as an isolated structure (ωB97M-V/def2-TZVPD).

Computed properties:
E_LUMO = 2.44 eV
Gap between HOMO and LUMO = 0.2290 Ha

```
! wB97M-V def2-TZVPD RIJCOSX def2/J DEFGRID3
* xyz -1 1
H -4.73 -1.09 -2.77
C -1.69 -4.14 -5.59
C -4.03 2.90 1.55
C -3.94 0.81 0.43
H -3.55 -2.05 5.97
N 1.07 -0.60 0.27
H -1.25 0.18 -3.98
O 1.68 -2.84 -1.95
O -3.98 -1.38 -3.30
H 3.02 2.34 2.66
C 5.23 -1.38 0.60
C -0.82 1.18 -3.84
H 1.57 3.71 -0.17
H -3.49 -2.75 3.62
H -0.29 3.88 -3.06
N -1.31 -0.26 3.48
C 3.69 2.29 -0.93
C -2.88 -1.93 3.97
H -0.59 0.91 4.98
C 2.20 1.64 2.41
W -0.64 -0.23 -0.32
H 3.02 1.43 -3.46
O -3.71 -2.93 -1.16
C -2.69 2.43 -2.05
C -2.89 -1.54 5.26
H 1.44 -3.54 -4.41
Si 0.67 2.56 1.86
C 1.22 -3.83 1.38
H 0.67 -2.67 3.78
H 0.44 4.76 0.71
C -1.93 1.79 1.10
H 2.90 -0.30 -3.08
C -0.39 -2.97 -3.47
H 1.14 3.23 -2.22
H -3.41 1.62 -2.15
H 4.78 2.22 -1.05
C 1.29 -2.02 3.15
H 4.68 -2.90 1.99
H 4.45 0.53 -2.89
H 0.22 1.14 -4.19
H -2.78 3.09 -2.92
C -2.05 -0.51 5.69
H -3.51 -3.51 -4.63
H 5.44 0.19 -0.82
H -2.94 3.01 -1.15
H -4.59 3.74 1.94
H 2.10 4.52 1.33
O -0.57 -2.52 -0.95
C -4.71 1.82 0.96
H 1.79 -4.35 0.61
C -1.77 -2.93 -3.53
C 1.25 4.02 0.83
H 0.73 3.19 4.28
H 0.40 -3.32 0.90
H 0.25 -4.58 -6.36
C 4.31 -2.13 1.32
C 2.93 -1.93 1.23
C 2.11 -2.84 2.14
C 0.35 -3.55 -4.48
H -2.00 -0.21 6.72
C 3.36 0.64 -2.78
H 1.99 1.03 3.31
H -0.03 4.47 3.32
C 2.42 -0.93 0.36
C 3.38 -0.15 -0.38
H -0.97 3.04 3.76
C 4.74 -0.41 -0.24
O -2.14 -0.57 -1.57
H 1.96 -1.43 3.79
C 0.05 3.38 -2.15
O 0.34 -0.78 -2.25
N -2.62 0.80 0.51
H -0.16 4.03 -1.29
C 3.00 0.99 -1.33
C -2.65 2.90 1.62
C -1.27 0.11 4.75
C 0.03 3.38 3.45
C -0.55 1.46 1.08
C -2.43 -3.53 -4.59
As -2.80 -2.04 -2.16
H 3.34 3.13 -1.54
H -4.39 -0.05 -0.05
H -2.11 3.75 2.04
H -0.80 0.32 2.72
H 2.56 0.95 1.64
H 0.65 -1.33 2.61
H -2.20 -4.62 -6.42
S 0.39 -2.26 -2.07
H -5.79 1.80 0.89
H -1.38 1.88 -4.48
S -1.88 -1.84 1.45
Si -0.93 1.77 -2.05
H 2.82 -3.44 2.70
H 0.80 -4.57 2.07
C -0.31 -4.13 -5.55
H 1.95 1.14 -1.26
H 6.29 -1.56 0.69
C -2.03 -1.28 3.03
H 3.49 2.53 0.12
*
```


[3]
Entry from OMol25: C35H49BIrN10S4 as an isolated structure (ωB97M-V/def2-TZVPD).

Computed properties:
E_LUMO (spin up / spin down) = -11.39 / -13.44 eV
Gap between HOMO and LUMO (spin up / spin down) = 0.2022 / 0.2276 Ha

```
! wB97M-V def2-TZVPD RIJCOSX def2/J DEFGRID3
* xyz 4 6
H -1.07 0.20 5.95
H -0.03 -3.32 5.20
H -4.01 -0.22 -4.02
N -0.67 -0.79 2.31
C -1.20 -3.40 1.32
B -0.50 0.05 0.06
H -2.52 -1.70 6.18
C -2.85 4.97 -1.54
H 4.75 -2.88 0.96
H -1.67 0.61 4.35
H 3.74 -5.39 -4.60
C 0.50 -1.23 -5.36
H -0.65 -5.18 0.24
C 0.33 -1.61 -6.68
Ir 1.31 -1.36 -2.35
C 0.06 -2.24 5.32
H -0.79 4.35 0.15
C -2.90 4.04 -0.32
S 2.99 -1.45 -0.62
N 3.31 -3.86 -1.75
H -1.74 3.74 1.51
C -4.25 4.17 0.40
N -0.65 -1.08 0.98
H 3.15 4.70 2.56
H 4.33 3.38 2.40
S 0.76 0.85 -2.56
N 1.09 -2.02 -4.45
H 0.78 4.26 3.14
N 0.67 1.02 0.13
C -1.06 -1.47 4.61
S -0.70 -2.49 -1.23
H 2.92 1.65 4.67
C -0.86 -2.32 0.48
H -1.91 5.41 0.99
H 3.74 3.88 3.98
H -1.91 4.86 -2.09
H -1.73 -5.44 1.61
H -1.47 -3.86 3.37
C 2.75 1.43 3.62
N 2.54 -3.34 -2.75
H 3.17 2.58 -2.77
N 4.48 -3.48 0.19
H 0.20 2.62 3.52
C 2.07 2.63 -0.93
C 1.92 2.36 1.48
C 1.05 3.30 3.59
C -2.78 2.61 -0.80
H 2.84 -6.00 -3.19
C 2.76 -5.40 -4.10
H -2.56 -3.03 5.04
C 1.55 -3.23 -4.84
C -3.58 0.77 -2.16
H 0.01 -2.04 6.39
N 1.04 1.37 1.35
H -2.93 6.00 -1.21
H 3.79 -4.74 -1.89
H -5.09 -0.66 -2.69
C 2.39 3.04 0.35
H -3.68 4.79 -2.23
C 1.41 -3.68 -6.14
H 1.05 -1.93 4.97
C 3.45 3.73 2.94
C -2.52 0.01 -1.59
H 0.06 0.40 4.62
C 2.30 2.71 2.91
H -2.36 -4.75 0.12
N -1.69 0.58 -0.72
C 1.19 1.54 -1.00
C -0.92 0.03 4.89
H 3.06 3.89 0.48
H -4.48 2.69 -2.13
H -4.36 5.19 0.77
H 0.68 -3.18 -8.11
H 3.69 1.06 3.21
C 0.79 -2.85 -7.08
H -4.32 3.50 1.25
H 2.07 -5.92 -4.75
S -2.47 -1.67 -2.10
C 3.63 -3.05 -0.72
C 2.63 3.29 -2.15
H 1.83 3.72 -2.75
C -2.43 -1.95 5.12
H 4.94 -4.38 0.13
H -5.26 0.90 -3.47
C -4.54 0.16 -3.14
C -3.69 2.06 -1.74
H 3.31 4.09 -1.87
H -0.15 -0.94 -7.37
C 2.30 -4.01 -3.82
C -1.76 4.39 0.64
H 2.00 0.64 3.55
H -3.25 -1.46 4.59
H 1.79 -4.64 -6.44
C -0.97 -1.77 3.13
N -1.80 1.88 -0.33
H 1.27 3.47 4.64
C -1.23 -3.09 2.66
H 0.15 -0.27 -5.01
H -5.09 3.98 -0.27
C -1.50 -4.77 0.80
*
```


Largest force on an atom, record by record: 0.0205, 0.0889, 0.0122 Eh/bohr
ΔE to the lowest compared entry with this formula, charge and spin, record by record: 28.0, 247.0, 3.6 kJ/mol